No. 1
The following is a quantum chemistry calculation of a 2-piece molecular cluster, C16H26N2O5S overall, from OMol25.

As for the SMILES: COCCCC1=C(N)C(=O)C(S)=C(ON=O)C1=O.CCCCCC. The calculation puts the LUMO energy at -1.54 eV. The calculation puts the gap between HOMO and LUMO at 7.7 eV. The energy above the lowest of the compared OMol25 structures with the same formula, charge and spin is 12.12 kcal per mole.

Cartesian coordinates (Å):
C -3.820 2.791 0.318
C -5.319 1.219 1.713
H 5.908 -1.315 -3.304
O -2.885 -0.598 -0.109
H 2.290 -1.656 -2.281
S -6.685 0.988 2.790
O -5.716 3.521 1.497
C 3.432 -1.889 0.339
C 2.027 -2.480 0.423
O 0.971 0.691 1.206
H 4.577 -0.394 -0.694
C 0.733 0.279 2.545
H -0.081 -0.450 2.572
H 3.473 -0.517 -2.875
H 6.316 -2.997 -2.967
C -3.043 1.759 -0.082
H -3.436 4.746 0.719
C 4.234 -2.508 -2.609
H -0.732 0.064 -0.597
C -5.017 2.581 1.202
C 3.335 -1.350 -2.178
C -3.427 0.399 0.325
N -3.647 4.120 -0.043
C 5.718 -2.151 -2.627
H 1.750 -2.998 -0.496
H -6.219 1.638 3.864
H 3.677 -1.422 1.297
O -4.733 -1.063 1.742
N -5.269 -1.963 0.667
H -2.120 1.667 -1.985
H -0.825 1.739 1.477
O -4.671 -2.932 0.614
C -0.014 1.607 0.755
C -4.543 0.202 1.304
H -1.539 2.989 -1.009
H 3.935 -2.823 -3.612
H 4.161 -2.692 0.197
H 6.078 -1.873 -1.636
H 0.473 2.570 0.572
H 1.961 -3.204 1.237
H 2.877 -0.023 -0.557
C -0.589 1.137 -0.580
H 1.293 -1.696 0.608
C -1.834 1.940 -0.965
H 4.074 -3.371 -1.958
H 1.646 -0.184 2.912
H 0.513 1.131 3.191
C 3.579 -0.837 -0.758
H -3.036 4.250 -0.832
H 0.170 1.357 -1.336



No. 2
The following is a quantum chemistry calculation of C16H26N4O9Sr as an isolated structure, from OMol25.

The calculation puts the LUMO energy at 4.31 eV. Its charge is -2. The calculation puts the gap between HOMO and LUMO at 7.7 eV. The energy above the lowest of the compared OMol25 structures with the same formula, charge and spin is 11.07 kcal per mole.

Cartesian coordinates (Å):
H 2.334 3.309 -1.358
O 4.331 1.425 1.067
Sr 0.083 1.175 -0.315
C -1.106 -0.780 2.428
H -1.704 -2.248 0.015
H 1.835 1.656 2.648
C 0.556 -2.130 -1.474
H 2.805 -2.465 -0.241
H -1.030 -1.760 1.950
O -1.058 2.847 3.601
H 2.642 -1.296 -2.879
O -4.100 1.649 -1.649
H 0.207 0.600 3.444
H 0.287 -2.650 -0.551
C 0.281 -0.341 2.900
H -3.435 -1.189 1.429
N 1.244 -0.163 1.809
C 2.405 -1.456 -0.047
H 2.538 -1.819 2.063
C 2.312 0.801 2.163
C -2.205 1.388 2.097
H -3.204 -1.948 -0.856
H -1.780 0.418 -3.137
C -0.726 -1.700 -2.200
C 1.780 -1.452 1.351
C -2.836 -0.563 0.746
C 3.099 1.385 0.965
H -1.743 -0.914 3.319
C -1.053 2.367 2.457
H 1.076 -2.870 -2.107
O -1.962 2.075 -1.052
C 2.193 -0.488 -2.287
H 3.047 0.345 2.839
H 2.967 0.183 -1.912
H -1.295 -2.611 -2.452
H 3.264 -0.786 -0.075
C 1.312 0.365 -3.237
H -2.832 1.910 1.370
H 0.957 -2.171 1.381
H -3.518 0.191 0.355
O -0.222 2.560 1.523
N 1.477 -1.043 -1.109
N -1.547 -0.761 -1.427
C -2.884 1.404 -1.601
O 1.948 3.892 -2.038
H 0.648 -1.082 3.630
H 1.259 3.331 -2.433
N -1.757 0.120 1.468
O 0.631 1.269 -2.654
O 2.382 1.763 -0.017
O 1.348 0.092 -4.442
H -2.773 1.193 3.016
H -3.276 -0.446 -2.643
H -0.477 -1.234 -3.152
C -2.393 0.103 -2.290
C -2.332 -1.452 -0.396



No. 3
The following is a quantum chemistry calculation of one molecule with the formula C16H26N6O5S, from OMol25.

As for the SMILES: CS[C@]1(C(=O)NCCOCCN(C)C(=O)Cn2cnc(C(N)=O)n2)C[C@H](O)C1. The calculation puts the LUMO energy at 0.27 eV. The calculation puts the gap between HOMO and LUMO at 9.4 eV. The energy above the lowest of the compared OMol25 structures with the same formula, charge and spin is 40.00 kcal per mole.

Cartesian coordinates (Å):
H 2.826 -3.302 0.507
H 5.752 -8.781 0.208
H 6.167 -3.446 -1.267
N 5.780 -14.328 -2.899
H 2.010 -0.828 4.401
C 6.108 -3.068 0.852
H 2.561 -6.397 -2.063
C 3.013 -6.011 -1.150
H 3.515 -4.102 -1.984
H 3.128 -6.135 1.354
C 5.356 -12.291 -1.758
O 3.828 -0.670 6.401
N 6.128 -11.607 -2.648
N 5.180 -3.027 1.964
O 4.466 -14.385 -1.048
C 1.964 -2.883 1.022
C 4.020 -2.546 4.699
H 6.628 -2.113 0.798
H 5.035 -0.614 4.804
C 3.643 -7.042 1.045
C 3.018 -0.769 3.988
N 3.596 -7.122 -0.409
H 5.687 -15.316 -3.050
H 4.753 -2.511 -0.728
H 4.668 -6.980 1.414
H 1.059 -3.380 0.676
C 4.073 -1.051 5.073
C 6.041 -10.370 -2.219
O 4.559 -0.878 1.626
O 4.676 -4.536 -0.322
H 3.142 -7.892 1.509
C 4.030 -4.949 -1.512
C 4.425 -1.929 2.224
H 4.210 -9.594 0.452
C 3.404 -2.121 3.343
H 4.761 -5.346 -2.224
C 4.880 -9.196 -0.305
C 5.140 -13.770 -1.844
C 5.420 -3.342 -0.470
H 2.932 -0.930 6.637
H 6.839 -3.851 1.055
H 4.864 -3.901 2.353
H 6.491 -9.499 -2.662
H 6.314 -13.753 -3.528
H 3.269 -3.060 5.304
N 5.264 -10.318 -1.123
O 4.272 -8.083 -2.341
H 3.133 0.119 3.373
H 4.942 -3.124 4.691
S 2.051 -3.206 2.798
H 2.228 -5.579 -0.528
N 4.814 -11.549 -0.820
C 4.216 -8.090 -1.124
H 1.879 -1.818 0.819



No. 4
The following is a quantum chemistry calculation of C16H27BrN6O5Sn as an isolated structure, from OMol25.

The calculation puts the LUMO energy at 0.34 eV. The calculation puts the gap between HOMO and LUMO at 8.5 eV. The energy above the lowest of the compared OMol25 structures with the same formula, charge and spin is 0.00 kcal per mole.

Cartesian coordinates (Å):
N 0.011 1.739 0.581
N 1.547 0.337 2.635
C 2.742 -0.407 2.988
H -0.498 2.948 -2.039
C 1.569 1.780 2.540
N 0.503 -0.287 -1.663
H 3.108 -0.184 4.002
H -7.990 -0.809 -1.156
H -0.584 1.887 2.557
H 0.882 3.495 -0.215
H -0.983 1.838 0.395
Br -6.458 -2.514 -3.017
C 3.906 -0.222 2.019
H -5.170 0.986 1.252
O 1.164 -3.694 0.529
O -2.684 0.696 1.139
C -5.963 -1.361 -1.603
H 3.711 -1.440 -1.735
H 3.120 0.776 0.293
N 0.512 -3.782 -0.525
C 3.563 -0.189 0.535
H 0.788 0.054 3.242
O 0.572 -4.741 -1.265
C -5.390 0.314 0.433
H -0.196 0.784 -3.340
N -6.668 0.143 0.107
C -4.636 -1.191 -1.264
H -1.251 0.757 -1.936
C -0.215 0.861 -2.247
O -2.021 -0.683 -0.484
C -4.342 -0.325 -0.219
C 1.916 -0.341 -2.075
H 4.507 -0.242 -0.028
C -6.946 -0.681 -0.898
H 2.447 -1.460 2.989
H -3.839 -1.713 -1.775
C -2.925 -0.078 0.210
H 2.379 0.623 -1.864
C 0.243 2.244 1.939
H 4.440 0.706 2.243
O -0.252 -2.791 -0.845
N 2.645 -1.232 0.090
H 4.618 -1.029 2.214
H 1.126 2.546 -2.522
H 2.402 2.091 1.905
H 2.256 -2.414 -1.584
H 1.710 2.286 3.507
H 0.062 -1.133 -2.022
C 0.316 2.242 -1.855
H 1.986 -0.496 -3.158
C 0.820 2.418 -0.426
H 2.792 -2.116 0.564
H 1.840 2.041 -0.350
C 2.680 -1.439 -1.353
Sn -0.092 -0.945 0.603
H 0.217 3.342 1.949



No. 5
The following is a quantum chemistry calculation of a 3-piece molecular cluster, C16H27F3O6 overall, from OMol25.

As for the SMILES: O=C1C=C(CCOCC(F)(F)F)C(=O)O1.CCOCC.CCOCC. The calculation puts the LUMO energy at -0.89 eV. The calculation puts the gap between HOMO and LUMO at 8.9 eV.

Cartesian coordinates (Å):
H 0.170 0.522 5.859
H -5.909 1.114 -3.030
H 2.618 0.490 1.120
C 0.708 1.157 5.156
C 3.078 -1.199 -1.769
O 4.069 -2.116 -2.064
H 3.607 2.793 3.061
O 2.632 1.137 3.623
H 0.317 -1.233 -1.853
C 3.134 2.416 3.969
F 0.781 -3.179 -0.484
O -0.267 -0.392 -0.059
C -4.746 1.401 -5.437
C 0.904 0.400 -0.173
H -2.839 0.548 -4.954
C 4.109 -1.675 0.199
C 2.089 -0.253 0.540
H 2.627 0.209 5.475
H -6.738 -1.158 -2.370
C -5.218 0.331 -2.699
H 1.116 0.653 -1.202
H 2.311 3.099 4.203
H -5.065 0.479 -1.630
H 0.043 1.404 4.328
H 1.680 -0.947 1.261
C -0.488 -2.709 -0.609
O 2.440 -0.656 -2.627
H -1.408 -1.066 -1.631
H 0.957 2.086 5.672
C 4.152 2.393 5.095
H -5.810 1.235 -5.265
H -6.049 -1.212 -3.990
C -0.478 -1.284 -1.118
C 3.063 -1.024 -0.299
H 1.656 -0.513 4.205
F -1.136 -3.530 -1.452
C 1.947 0.440 4.649
H 4.959 1.694 4.868
C 4.809 -2.339 -0.919
C -5.814 -1.046 -2.938
H 4.386 -1.716 1.230
H 0.677 1.323 0.342
H -4.138 -0.630 -5.002
O 5.861 -2.929 -0.934
H 4.579 3.386 5.234
O -3.944 0.514 -3.286
H -4.508 2.415 -5.113
H -4.569 1.326 -6.510
C -3.887 0.391 -4.695
F -1.056 -2.816 0.604
H -5.115 -1.823 -2.626
H 3.705 2.090 6.043



No. 6
The following is a quantum chemistry calculation of a 5-piece molecular cluster, C16H27N3O2S2 overall, from OMol25.

The calculation puts the LUMO energy (alpha / beta) at -1.67 / -7.05 eV. Its charge is +1. As for the spin multiplicity: 2. The calculation puts the gap between HOMO and LUMO (alpha / beta) at 8.5 / 2.5 eV.

Cartesian coordinates (Å):
C 2.901 3.287 3.094
C 2.461 -0.918 -0.524
H 0.176 2.248 -5.844
S 2.022 1.119 -4.840
N 3.798 3.499 4.067
H 3.031 2.987 -5.973
H -3.967 0.923 4.282
H -3.088 -2.262 0.210
S -2.622 -0.068 2.440
H -0.933 -0.928 4.044
H -4.117 -4.508 0.002
O -2.702 -1.384 1.644
C -4.304 -2.751 -2.739
H 3.846 0.260 3.861
C 3.681 1.321 3.747
H -1.107 0.800 4.218
H 0.981 1.521 -7.142
H 1.277 -0.559 -2.224
H -4.591 -2.591 -3.768
H 5.153 2.328 5.163
C -4.197 -3.790 -0.801
C -4.587 -3.983 -2.112
H 3.375 -0.451 -0.861
H -0.660 -1.680 -0.987
C 0.781 -1.759 0.695
H 2.592 -1.377 1.688
H -4.916 -0.421 3.417
H 2.049 1.396 2.265
H 3.984 4.387 4.511
H -4.982 -4.880 -2.567
C -1.041 -0.001 3.482
H 2.280 4.037 2.627
H -0.148 0.206 2.892
H 3.864 2.833 -4.400
O 1.294 1.062 -3.503
C 0.320 -1.522 -0.560
H -3.711 -0.855 4.449
H 0.063 0.431 -6.172
C 2.085 -1.349 0.735
C 2.730 1.913 2.924
C -3.958 -0.039 3.769
H -3.343 -0.878 -1.890
C 0.687 1.323 -6.111
C 2.905 2.761 -4.914
N -3.632 -2.535 -0.596
H 2.217 3.488 -4.482
H 0.094 -2.152 1.429
N 1.323 -0.926 -1.284
C 4.360 2.323 4.430
C -3.724 -1.884 -1.792



How do the records compare in E? In the order shown, they have -1509.016466, -1552.498397, -1728.236530, -4118.895271, -1376.865201, -1736.578232 Eh.